{
  "formula": "C3H4S2",
  "method": "wB97M-V/def2-TZVPD",
  "lumo_energy_ev": -0.581,
  "homo_lumo_gap_ev": 8.0,
  "species": ["C", "C", "S", "C", "S", "H", "H", "H", "H"],
  "positions_angstrom": [[-1.6671, 0.9427, 0.1812], [-1.3973, -0.2014, -0.4244], [0.4723, -1.2093, -0.0402], [2.3395, -0.7744, 0.1325], [2.9028, 0.6724, -0.2865], [-2.6159, 1.3815, 0.0667], [-0.9956, 1.7123, 0.6957], [-1.9929, -0.9777, -0.9068], [2.9541, -1.5461, 0.5818]]
}

{
  "formula": "C5H34NO12",
  "method": "wB97M-V/def2-TZVPD",
  "lumo_energy_ev": 2.461,
  "homo_lumo_gap_ev": 8.0,
  "total_charge": -1,
  "species": ["C", "C", "N", "C", "C", "C", "O", "H", "H", "H", "H", "H", "H", "H", "H", "H", "H", "H", "H", "H", "H", "O", "H", "H", "O", "H", "H", "O", "H", "H", "O", "H", "H", "O", "H", "H", "O", "H", "H", "O", "H", "H", "O", "H", "H", "O", "H", "H", "O", "H", "H", "O"],
  "positions_angstrom": [[-0.8327, 1.0182, -3.4442], [-0.0501, 1.2602, -2.0983], [-0.4010, 0.0664, -1.3409], [1.5107, 0.1582, 0.1775], [-0.0363, 0.2062, 0.0521], [-0.9263, -0.9068, 1.0450], [-0.6970, -0.6361, 2.2801], [-1.1329, -0.0230, -3.5188], [-0.3604, 1.5268, -4.2457], [-2.0188, 1.4580, -3.3240], [-0.4090, 2.1513, -1.6691], [1.1178, 1.2961, -2.4522], [0.0203, -0.8073, -1.7732], [1.7093, 0.3892, 1.2074], [2.0258, -0.7995, -0.1642], [1.9776, 0.9389, -0.5088], [-0.3291, 1.2783, 0.2745], [-2.0732, -0.9091, 0.6740], [-0.7431, -1.8953, 0.7209], [-2.0426, 2.6853, 1.0819], [-1.6616, 3.2323, 2.3347], [-1.5594, 3.5395, 1.3915], [0.3964, -2.3578, 3.6373], [0.6215, -1.0140, 3.1310], [1.0993, -1.7676, 3.7285], [-2.1635, 0.7849, -0.5577], [-2.5461, 2.1472, -0.2162], [-2.8221, 1.4512, -0.7938], [0.9241, -3.1324, -3.6984], [-0.1262, -3.3219, -2.5194], [0.7337, -2.9078, -2.7658], [1.4696, 4.1385, 1.2905], [0.1393, 4.1345, 0.6001], [0.8959, 4.6628, 0.7725], [2.4683, -3.2157, -1.6416], [3.6408, -2.5382, -2.4527], [3.1764, -3.3447, -2.1827], [3.0392, -1.0449, 3.7229], [2.4667, 0.1764, 2.9142], [3.2792, -0.2085, 3.3304], [-1.5475, 0.6888, 2.6600], [-1.6729, 1.4237, 3.9946], [-1.9895, 1.4712, 3.0432], [-4.2638, -0.1377, -1.9722], [-3.1583, -1.1164, -2.2049], [-4.1745, -1.0406, -2.2615], [-1.5888, -1.5871, -1.7972], [-2.5438, -2.6169, -1.0836], [-2.0943, -2.4422, -1.9268], [4.3875, -0.3958, -0.2629], [4.1376, -0.3827, 1.2993], [4.7342, -0.2816, 0.5737]]
}

{
  "formula": "C28H29BI2N8ORuS2",
  "method": "wB97M-V/def2-TZVPD",
  "lumo_energy_ev": [-6.328, -7.062],
  "multiplicity": 5,
  "homo_lumo_gap_ev": [6.3, 5.6],
  "total_charge": 2,
  "species": ["Ru", "I", "C", "C", "C", "I", "C", "O", "C", "C", "N", "C", "C", "C", "C", "C", "C", "N", "C", "H", "H", "H", "H", "H", "H", "H", "H", "H", "H", "H", "C", "N", "C", "C", "N", "B", "N", "C", "C", "N", "C", "C", "S", "C", "S", "H", "H", "H", "H", "H", "H", "H", "H", "H", "H", "H", "H", "N", "C", "N", "C", "C", "C", "C", "C", "C", "H", "H", "H", "H", "H", "H"],
  "positions_angstrom": [[-0.1972, 0.0322, 0.5852], [5.0656, 2.3179, 5.3936], [3.3174, 1.9158, 4.3468], [2.4021, 2.9279, 4.0986], [1.2482, 2.6502, 3.3818], [-0.0955, 4.2182, 3.0796], [0.9727, 1.3714, 2.8896], [-0.1639, 1.1298, 2.1973], [1.8883, 0.3507, 3.1945], [1.6134, -1.0675, 2.7856], [1.6147, -1.1561, 1.3090], [1.5511, -2.5304, 0.7933], [0.9027, -2.5692, -0.5617], [1.3744, -3.2334, -1.6161], [0.6917, -3.2753, -2.8959], [-0.6183, -3.2392, -3.0852], [-1.4248, -2.1314, -1.0473], [-0.2982, -1.8032, -0.5601], [3.0494, 0.6297, 3.9038], [2.5786, 3.9289, 4.4660], [0.6271, -1.3915, 3.1331], [2.3648, -1.7337, 3.2173], [2.4593, -0.7137, 0.9557], [0.9284, -3.1088, 1.4848], [2.5342, -3.0049, 0.7539], [2.3436, -3.7091, -1.5353], [1.2971, -3.3351, -3.7927], [-1.0785, -3.2189, -4.0592], [-3.3313, -2.2988, -0.2822], [3.7415, -0.1719, 4.1257], [-1.6067, -4.5755, -1.2190], [-1.6325, -3.2695, -1.9840], [-2.9577, -3.1190, -2.6778], [-3.5797, -1.9314, -2.7136], [-3.3468, -0.9345, -1.8196], [-3.4087, 0.5196, -2.2520], [-4.0997, 1.4528, -1.2418], [-5.3928, 1.5669, -0.7759], [-5.3928, 2.5115, 0.1900], [-4.0935, 2.9726, 0.3158], [-3.6302, 3.9915, 1.2447], [-3.3387, 2.3106, -0.5637], [-1.6319, 2.3967, -0.8661], [-2.6940, -1.4679, -0.6352], [-2.4114, -0.4031, 0.8027], [-1.8235, -5.3628, -1.9357], [-2.3851, -4.5269, -0.4616], [-0.6260, -4.7207, -0.7787], [-3.1801, -3.9551, -3.3185], [-4.3434, -1.7589, -3.4617], [-3.8120, 0.6134, -3.3753], [-2.2046, 1.0467, -2.2106], [-6.2038, 0.9912, -1.1829], [-6.1909, 2.9131, 0.7880], [-4.3391, 4.0586, 2.0653], [-3.5569, 4.9554, 0.7427], [-2.6593, 3.6994, 1.6357], [2.7176, 3.0736, 0.1437], [1.4715, 2.5896, 0.1347], [1.3849, 1.3782, -0.3798], [2.6991, 1.0538, -0.7495], [3.2188, -0.0608, -1.4101], [4.5770, -0.0966, -1.6516], [5.4189, 0.9593, -1.2635], [4.9166, 2.0864, -0.6473], [3.5477, 2.1059, -0.4089], [2.9842, 3.9768, 0.5029], [0.6447, 3.1598, 0.5314], [2.5642, -0.8484, -1.7561], [5.0043, -0.9427, -2.1723], [6.4775, 0.8965, -1.4722], [5.5561, 2.9132, -0.3719]]
}

What are the relative energy (zero: lowest compared OMol25 entry of this formula, charge and spin) values for these records? In order: 3.246 5.303 0.000 eV.
What are the energy values for these records? In order: -912.941179 -1168.471931 -3108.619905 Eh.